# 1
Entry from OMol25: a structure of composition C39H91N13O13 at a distorted geometry (the ωB97M-V functional and the def2-TZVPD basis).

Geometry as ORCA input:
```
! wB97M-V def2-TZVPD RIJCOSX def2/J DEFGRID3
* xyz 0 1
C -0.696 -3.097 -2.641
C 1.025 -3.522 0.051
H -3.845 -1.447 1.526
O -4.192 0.076 3.693
H -2.230 -1.752 -1.711
C 0.099 0.666 0.934
H 5.164 -0.026 0.494
H -1.092 0.077 -4.771
H -2.078 -3.234 -4.858
C 2.482 2.950 -3.179
H -0.914 -0.535 -1.418
O -3.296 6.388 1.961
H -2.017 0.251 1.774
H 1.461 -1.000 -1.818
H 3.654 0.164 3.280
C -2.860 -1.843 1.281
H 3.345 -2.844 -2.126
H 5.041 -1.037 -0.185
H -2.778 -0.048 5.435
H 1.613 -2.530 -4.891
N -1.959 4.471 2.084
H -2.928 5.589 -2.361
H 0.575 -0.759 4.044
O -4.178 -1.441 -3.505
H 1.955 6.115 -2.563
H 0.768 0.663 3.234
H -2.336 1.503 0.745
H -0.112 -0.481 -3.417
H -2.138 3.240 0.497
C 2.214 5.275 -3.225
C 1.913 -1.955 2.333
C 4.961 0.909 -0.028
H -0.879 -3.313 0.250
H -1.600 4.068 4.047
C 3.811 -0.885 3.533
H -1.061 -4.883 -0.943
N -2.126 -0.406 -3.094
C -1.260 4.758 3.275
C -1.961 -0.483 4.859
H -2.700 -0.174 -1.210
C -2.966 4.607 -2.832
H -0.608 -3.978 -5.361
H -4.124 3.914 -0.589
H 1.786 -3.068 0.704
O 6.551 -3.790 -0.135
N -0.197 -2.635 -3.775
H 3.845 -3.631 3.976
H -2.363 -2.298 2.137
H -1.034 -2.428 -5.885
H 2.471 0.439 0.214
H -0.176 4.744 3.163
H 0.916 -0.990 -4.376
H 1.261 -2.841 2.293
C -0.957 0.150 -3.692
C 2.681 1.161 1.003
O -1.675 -3.781 -2.516
H -0.357 -0.701 2.588
H 5.389 -1.950 1.343
H 0.388 2.326 -0.946
H 2.466 4.070 -0.750
C -2.762 5.386 1.500
H -0.531 3.910 0.663
H -4.820 2.582 0.357
H -5.493 1.500 2.849
H 5.001 -4.879 -0.988
H -3.289 2.235 -0.343
H -2.537 1.828 4.400
N -1.216 0.398 3.990
C -1.358 3.471 1.222
N -2.651 3.434 -2.019
H 1.947 -1.078 -0.081
H -0.877 1.187 -3.366
H -2.252 -0.939 1.292
H 2.809 0.549 1.895
O 2.702 5.409 -4.364
H 1.111 5.198 -0.758
H 3.873 -0.816 4.619
C 1.306 -5.195 1.677
H 3.010 -2.822 5.288
H -0.976 2.617 1.782
C -3.617 3.041 -1.000
H -2.886 0.113 0.219
H 2.147 -4.623 2.067
C 1.134 -0.895 -0.784
H 4.566 0.548 -0.977
C -1.931 -0.705 -1.771
N 2.854 -1.961 3.295
H -4.913 1.021 -0.458
H -0.858 3.003 -2.884
H 2.053 -3.728 4.270
N 1.982 4.171 -2.565
H 0.272 -1.516 -0.540
H -6.152 1.652 0.645
H -1.163 -5.810 0.586
C 2.935 -3.089 4.234
H 5.968 1.322 -0.075
N -2.772 -2.550 0.028
H 2.789 -3.975 -1.031
H 3.808 -1.516 0.973
H -0.324 1.670 0.980
H -1.537 5.690 3.768
O 0.545 -2.902 -0.854
C -0.509 -5.488 -0.224
H -1.001 -2.011 -0.897
N 3.962 1.774 0.606
C -1.478 2.751 -2.009
H -2.382 -1.286 4.254
N -4.182 0.972 1.602
H 1.533 -6.257 1.574
H 1.670 -1.902 -3.227
H 2.650 3.026 -4.254
H -2.954 5.059 0.466
H -0.266 -6.449 -0.678
C -1.537 1.732 3.949
C -0.006 -0.084 3.415
H 3.395 2.485 -2.807
C -3.234 -0.726 -3.844
O -5.049 -2.835 -0.060
C 0.780 1.401 -1.399
H -3.219 -0.214 -4.819
C 1.484 4.265 -1.181
C -2.841 0.637 1.174
H -3.985 4.651 -3.215
C -1.013 -3.039 -4.983
O 1.098 1.279 -2.555
C 3.261 -2.993 -1.049
O 5.303 3.668 0.552
H 0.861 0.580 1.708
C 1.039 -2.038 -4.105
H 3.305 3.653 1.048
H -3.704 -3.051 -1.655
C 5.444 -3.999 -0.497
H 0.715 3.513 -1.004
H -1.401 -0.879 5.706
O -0.804 2.578 3.506
H -2.273 4.564 -3.673
C 4.231 3.124 0.774
N 0.728 0.460 -0.406
H 2.526 -2.277 -0.681
O 1.796 -1.065 1.486
C -1.504 -2.914 -0.548
C -5.080 1.532 0.490
H -0.742 0.014 1.171
C 4.727 -1.838 0.485
N 0.669 -4.729 0.461
C -4.601 0.853 2.828
H -1.569 -3.672 -1.329
H 0.637 -5.281 2.533
H 4.764 -1.244 3.145
H -4.340 2.611 -1.694
C -3.932 -2.849 -0.597
O -1.063 1.977 -1.133
H 1.930 1.906 1.269
H 1.593 2.328 -3.283
H -0.013 -2.935 -1.793
N 4.541 -3.060 -0.296
*
```

For the energy above the lowest of the compared OMol25 structures with the same formula, charge and spin, the calculation gives 4030.4 kJ/mol. Its HOMO energy is -8.0 eV.

=====

# 2
Entry from OMol25: a cluster of 11 separate species, C39H93O32P5 in total at a distorted geometry (the ωB97M-V functional and the def2-TZVPD basis).

Geometry as ORCA input:
```
! wB97M-V def2-TZVPD RIJCOSX def2/J DEFGRID3
* xyz 1 2
C 15.696 19.756 -22.503
H 10.670 17.106 -27.618
O 15.960 11.119 -19.896
H 21.655 12.453 -28.598
H 17.032 13.908 -19.557
H 16.068 11.697 -25.440
H 18.588 15.109 -27.928
C 16.420 18.904 -32.036
H 20.278 11.854 -22.976
C 16.417 11.967 -26.437
H 20.230 12.857 -29.457
H 14.240 17.985 -29.464
H 10.174 16.197 -29.100
H 19.820 15.532 -32.843
O 19.688 15.618 -19.688
H 16.290 19.131 -27.546
C 13.289 18.220 -29.942
H 13.369 17.763 -30.929
O 11.468 19.786 -28.165
H 18.913 16.779 -31.889
H 10.318 15.171 -26.214
C 10.388 15.046 -27.295
O 14.368 11.488 -21.927
C 12.357 19.871 -27.119
H 18.914 22.506 -31.992
P 15.737 11.746 -21.339
H 17.691 23.444 -32.822
H 8.736 20.397 -31.224
H 17.505 19.753 -26.434
H 9.837 14.173 -27.646
H 13.949 13.762 -26.849
O 18.722 12.094 -27.529
P 11.826 20.426 -29.639
C 21.879 13.069 -22.428
H 17.650 21.977 -34.678
C 20.020 16.589 -20.672
O 13.165 19.631 -30.048
O 15.491 19.835 -18.669
C 23.785 11.891 -21.625
C 16.653 14.666 -35.156
H 20.010 12.694 -17.147
C 10.019 16.335 -28.030
H 16.028 15.558 -35.110
C 19.321 13.483 -17.449
H 16.899 14.457 -36.197
H 16.267 19.443 -31.101
O 22.456 11.907 -21.864
H 17.484 14.575 -31.275
H 15.505 18.804 -32.620
C 17.180 19.756 -27.475
H 16.286 17.001 -16.624
O 17.725 15.569 -26.119
C 16.957 16.167 -16.830
C 17.931 11.656 -26.393
O 18.199 18.765 -33.458
H 18.466 16.550 -23.207
H 16.243 15.279 -28.476
H 16.063 20.775 -22.382
C 16.729 16.230 -28.256
H 19.253 23.465 -33.492
H 12.526 17.861 -29.251
C 14.782 19.229 -17.557
H 16.188 13.026 -26.553
C 18.561 14.743 -31.267
O 19.639 14.845 -17.136
H 22.189 13.982 -21.920
H 25.368 10.551 -21.583
H 18.134 12.778 -20.571
O 12.661 16.351 -26.139
H 23.793 9.760 -21.658
C 17.567 19.486 -32.832
H 14.490 18.238 -17.906
H 15.949 11.348 -27.201
H 15.701 23.430 -19.196
H 20.919 17.115 -20.352
C 24.346 10.583 -21.204
O 17.793 15.639 -33.244
C 18.250 21.576 -33.862
O 10.646 19.887 -30.671
H 18.339 13.176 -17.088
C 17.384 13.568 -20.531
H 17.650 16.153 -15.988
H 14.715 15.363 -26.478
H 18.138 10.622 -26.117
H 9.357 21.283 -30.017
H 16.352 15.260 -16.842
H 16.704 15.926 -23.372
H 20.395 20.418 -26.612
H 15.023 9.592 -18.934
H 8.823 19.567 -29.696
H 18.659 16.854 -27.463
H 17.917 14.464 -20.848
C 18.868 15.813 -32.392
H 20.652 18.752 -26.050
C 9.370 20.246 -30.351
H 18.493 12.141 -25.595
O 20.335 10.661 -27.121
H 13.969 11.056 -19.279
P 14.717 20.251 -20.095
H 14.246 14.912 -28.208
H 13.017 19.011 -27.000
H 19.810 13.588 -22.923
C 18.557 22.801 -32.979
H 13.924 19.885 -17.405
H 13.014 20.739 -27.175
O 16.897 11.134 -22.242
C 17.719 15.986 -23.765
H 16.404 19.194 -23.113
H 22.208 13.213 -23.458
C 20.730 12.017 -28.974
H 8.996 16.705 -27.964
O 13.253 20.114 -19.995
H 14.214 22.479 -18.841
C 17.544 16.463 -25.168
H 15.314 19.199 -16.606
P 19.304 16.115 -18.155
H 17.536 9.748 -23.554
H 16.912 20.797 -27.657
H 20.858 11.302 -29.787
H 19.240 17.348 -20.738
O 11.765 14.741 -27.477
O 16.099 13.351 -21.231
H 11.876 19.899 -26.141
H 15.167 10.910 -17.961
O 18.055 18.942 -28.292
H 19.191 21.062 -34.059
H 20.615 18.631 -32.149
H 14.776 19.731 -23.087
C 20.361 12.791 -22.425
H 17.453 9.079 -21.914
H 19.229 13.888 -31.365
H 21.419 18.940 -30.623
H 15.945 16.774 -27.729
H 15.973 9.344 -22.874
O 17.633 16.140 -18.095
O 15.485 19.335 -21.197
O 17.451 20.853 -32.979
C 18.043 15.956 -27.509
H 18.686 15.240 -30.305
C 14.052 14.807 -27.140
O 17.125 17.641 -25.330
O 19.504 18.803 -30.359
O 19.344 21.105 -29.257
C 17.906 14.758 -34.244
H 20.048 12.636 -21.392
C 19.965 11.555 -27.785
O 15.280 21.733 -20.409
O 20.526 18.984 -28.127
C 14.954 10.677 -19.004
O 11.927 21.917 -29.587
H 16.640 17.906 -31.654
C 20.533 19.179 -31.210
P 19.318 19.645 -29.027
H 24.370 10.406 -20.129
H 16.060 13.807 -34.844
C 20.896 19.474 -26.828
H 20.457 20.217 -31.533
O 20.034 17.349 -17.674
O 24.521 12.810 -21.844
C 14.893 22.831 -19.618
C 16.960 9.738 -22.629
O 18.901 14.130 -34.545
H 19.387 13.393 -18.533
H 14.216 23.455 -20.201
H 18.006 14.934 -23.778
C 12.733 15.354 -26.824
H 16.932 16.706 -29.214
H 20.187 16.086 -21.625
H 21.926 19.821 -26.741
*
```

As for the expectation value of S²: 0.76. Its HOMO energy (spin up / spin down) is -11.7 / -11.7 eV.

=====

# 3
Entry from OMol25: a cluster of 6 separate species, C39H94N6O11 in total at a distorted geometry (the ωB97M-V functional and the def2-TZVPD basis).

Geometry as ORCA input:
```
! wB97M-V def2-TZVPD RIJCOSX def2/J DEFGRID3
* xyz 1 2
H 4.349 5.285 5.641
C 4.010 7.276 1.047
H -6.607 -7.513 4.857
H 5.725 1.927 7.027
H -2.635 -5.937 -0.203
H -7.202 -1.578 -4.746
H 2.927 4.947 -0.497
H 5.634 8.818 -1.574
H -3.437 -5.600 4.053
O 2.767 5.577 4.292
C -3.582 -7.225 5.875
H -3.967 -3.170 -3.609
H -10.511 -5.715 -8.572
H -13.403 -7.351 -6.227
H 4.427 6.658 4.544
H -8.060 -2.870 -3.856
C -12.793 -6.463 -6.390
H 7.419 -4.380 1.316
H -1.762 5.922 -1.741
C 2.139 4.335 4.464
H 4.708 3.513 -1.708
H 3.578 -0.441 1.379
H 3.182 0.093 -2.791
O -12.901 -5.892 -7.679
H 4.699 7.156 1.883
H 5.824 9.149 -0.035
N 5.938 6.377 -0.316
O -7.585 -3.398 -5.770
H 0.744 6.583 0.439
H -1.713 -2.754 -0.537
H -0.002 -0.274 -1.442
N 4.397 0.040 1.723
H -3.466 -7.614 6.887
N -9.862 -5.082 -6.649
H 2.801 7.222 -1.148
H -9.996 -4.285 -6.044
N 0.424 -1.131 -1.121
H 5.131 -2.274 2.926
C 4.274 0.383 3.142
H 0.314 3.348 3.893
C 5.862 4.831 -0.362
H -0.799 7.011 0.416
H -1.684 -6.108 6.222
H 2.805 3.475 4.397
H 4.109 9.218 -0.776
H -13.140 -5.780 -5.613
H 3.617 1.241 3.284
H -1.679 -7.350 3.766
H -10.311 -3.969 -8.392
H 6.466 -0.512 1.645
H -5.445 -8.693 5.464
C 4.094 5.624 4.636
H 5.772 4.862 1.672
H 7.696 -2.846 1.951
C -5.905 -7.725 5.664
O -3.223 -6.029 1.819
C 5.532 0.988 3.770
H -3.560 -4.558 0.391
H 8.122 4.618 -0.337
H 2.307 -0.474 -0.684
C -0.775 5.491 -1.572
H 2.241 -1.998 -1.667
H 5.610 -0.902 0.273
H -1.131 -6.275 1.520
H -2.791 -1.858 -3.747
C 4.807 4.578 -1.499
H 7.010 1.425 6.053
H -6.568 -5.310 -5.903
C 5.492 -0.908 1.357
H 4.387 3.815 0.945
H 2.882 4.998 -2.235
C -1.785 -2.330 -1.538
C 5.412 4.184 0.899
H -0.053 6.224 -1.932
H 6.421 0.357 3.759
H 4.031 7.154 -2.425
O 1.199 0.946 -2.746
N 0.817 4.878 2.459
C 6.052 1.941 5.987
C 3.459 5.325 -1.370
C -12.185 -4.616 -7.705
H -12.543 -4.172 -8.634
H 0.243 -3.137 -1.753
C -0.353 5.636 2.063
H 2.022 4.152 5.532
C -3.448 -5.640 0.460
H -3.023 -5.307 6.575
H 5.984 3.268 1.045
H 6.778 -4.103 2.824
H 3.825 -0.413 3.736
C -1.625 -6.276 3.587
C -7.521 -4.810 -5.732
H 5.250 4.937 -2.428
H -12.430 -3.971 -6.861
H 3.429 8.163 1.301
H 3.492 6.328 1.195
H 1.639 5.464 2.439
O 7.064 6.848 0.462
H -7.870 -5.200 -4.776
H -8.407 -6.333 -7.086
C 7.253 4.246 -0.881
H 4.733 5.057 3.959
C -0.222 6.105 0.601
C -2.904 -2.930 -3.582
H -1.288 5.083 2.158
H -0.086 -2.000 -2.955
H -0.799 4.598 -2.198
C 5.056 8.691 -0.659
H 1.903 -0.660 -3.731
H -4.359 -6.098 0.075
O -4.888 -6.749 5.590
H -3.313 -7.999 5.156
C -8.444 -5.260 -6.900
H 2.634 1.745 -1.251
H 7.683 7.273 -0.137
C 4.762 7.252 -0.350
C 1.838 1.976 -1.960
H -0.572 -6.027 3.716
O -2.418 -3.367 -2.281
H 2.301 2.545 -2.766
C 3.778 6.821 -1.418
C -2.685 -6.001 5.805
C 5.087 -2.285 1.837
C 1.837 -0.997 -1.517
H 7.292 4.465 -1.948
H -6.403 -7.707 6.634
H 5.580 1.994 3.352
C 2.125 -0.172 -2.782
H -1.599 -4.741 2.000
H -6.321 -2.936 -4.236
C -0.240 -2.169 -1.889
C 6.906 -3.593 1.869
O 5.228 1.176 5.138
H -8.170 -4.719 -7.806
H 0.088 4.972 4.363
H 6.210 2.989 5.733
H -11.780 -6.828 -6.220
O -0.560 5.048 -0.178
H 4.038 -2.440 1.586
H 7.106 3.171 -0.778
N -2.505 -5.549 4.439
C -7.305 -2.654 -4.612
C 0.755 4.338 3.778
H -2.531 -3.587 -4.368
H -2.294 -1.367 -1.491
H -0.530 6.541 2.644
C -1.845 -5.787 2.184
C -10.684 -4.870 -7.905
H 1.175 2.694 -1.477
O 5.774 -3.326 1.130
*
```

As for the expectation value of S²: 0.75. For the energy above the lowest of the compared OMol25 structures with the same formula, charge and spin, the calculation gives 0.0 kJ/mol. Its HOMO energy (spin up / spin down) is -9.3 / -9.3 eV.